The following is a quantum chemistry calculation of a molecular structure, C3H2Cl3O3, from the Open Molecules 2025 dataset.

The net charge is -1. The calculation puts the relative energy (zero: lowest compared OMol25 entry of this formula, charge and spin) at 8.3 kcal/mol. For the total energy, the calculation gives -1721.90745 Ha.

Positions of all 11 atoms, in Å:
C -0.50 1.49 -0.16
C 1.03 -0.80 0.29
C 0.47 0.33 -0.71
O -1.74 1.09 -0.06
O 0.05 2.51 0.07
O 0.99 0.41 -1.82
Cl 1.38 -0.23 1.87
Cl 2.43 -1.56 -0.34
Cl -2.18 -1.63 0.28
H 0.29 -1.59 0.53
H -2.21 -0.02 0.05

Atom charges from the Mulliken analysis, given in e for atoms 1 to 6: 0.560, 0.386, 0.343, -0.574, -0.541, -0.546

The following is a quantum chemistry calculation of a single C3H2ClFO molecule, from the Open Molecules 2025 dataset.

The calculation puts the relative energy (zero: lowest compared OMol25 entry of this formula, charge and spin) at 7.6 kcal/mol. As for the SMILES: O=C/C(F)=C\Cl. For the total energy, the calculation gives -750.76492 Ha.

Positions of all 8 atoms, in Å:
C -1.00 0.72 -0.05
C 0.30 0.42 0.00
C 0.90 -0.92 0.06
H -1.38 1.70 -0.03
H 0.13 -1.74 0.09
O 2.08 -1.17 -0.06
F 1.17 1.42 0.01
Cl -2.20 -0.43 -0.01

Atom charges from the Mulliken analysis, given in e for atoms 1 to 6: -0.259, 0.488, -0.030, 0.410, 0.238, -0.452

The following is a quantum chemistry calculation of 2 unconnected molecules or ions with the total composition C3H2ClN, from the Open Molecules 2025 dataset.

As for the spin multiplicity: 3. The calculation puts the relative energy (zero: lowest compared OMol25 entry of this formula, charge and spin) at 49.6 kcal/mol. For the total energy, the calculation gives -630.19893 Ha.

Positions of all 7 atoms, in Å:
C 2.33 0.45 0.02
C 0.29 -1.04 -0.38
C 1.26 -0.40 -0.07
N 3.19 1.21 0.05
Cl -3.41 0.94 -0.09
H -3.08 0.44 1.05
H -0.57 -1.61 -0.57

Atom charges from the Mulliken analysis, given in e for atoms 1 to 6: 0.217, -0.732, 0.491, -0.378, -0.244, 0.241

The following is a quantum chemistry calculation of a gas-phase ion, C3H2ClN2S2 (charge -1), from the Open Molecules 2025 dataset.

As for the spin multiplicity: 3. The net charge is -1. The calculation puts the relative energy (zero: lowest compared OMol25 entry of this formula, charge and spin) at 55.0 kcal/mol. For the total energy, the calculation gives -1481.46742 Ha.

Positions of all 10 atoms, in Å:
C 0.53 -1.08 0.06
C 1.79 -0.63 0.03
C -0.68 -0.39 -0.03
N -0.88 0.89 -0.36
N 0.09 1.75 -0.35
S -0.14 3.31 -0.21
S -2.10 -1.15 0.43
Cl 3.02 -1.83 0.38
H 0.17 -2.02 0.56
H -1.79 1.15 -0.51

Atom charges from the Mulliken analysis, given in e for atoms 1 to 6: -0.266, -0.383, 0.495, 0.092, -0.301, -0.344

The following is a quantum chemistry calculation of 2 unconnected molecules or ions with the total composition C3H2ClNO2, from the Open Molecules 2025 dataset.

The calculation puts the relative energy (zero: lowest compared OMol25 entry of this formula, charge and spin) at 84.3 kcal/mol. For the total energy, the calculation gives -780.81685 Ha.

Positions of all 9 atoms, in Å:
C 0.35 -2.26 -1.72
C 1.14 -2.41 -0.54
C 0.10 0.08 -0.49
N 0.38 -1.23 -0.86
O -0.03 -2.68 -2.76
O 1.84 -2.90 0.27
Cl 0.46 1.44 -1.77
H 0.33 0.27 0.56
H -1.35 0.26 -0.63

Atom charges from the Mulliken analysis, given in e for atoms 1 to 6: 0.417, 0.330, -0.399, 0.067, -0.491, -0.441

The following is a quantum chemistry calculation of a molecular structure, C3H2ClNO2, from the Open Molecules 2025 dataset.

The calculation puts the relative energy (zero: lowest compared OMol25 entry of this formula, charge and spin) at 128.3 kcal/mol. For the total energy, the calculation gives -780.74679 Ha.

Positions of all 9 atoms, in Å:
C -2.31 -1.88 -2.78
C -1.76 -3.07 -2.23
C 1.30 0.48 -0.78
N -1.17 -1.87 -2.07
O -2.99 -1.17 -3.37
O -1.72 -4.17 -1.80
Cl 0.49 -0.91 -0.85
H 0.96 1.34 -0.23
H 2.19 0.70 -1.27

Atom charges from the Mulliken analysis, given in e for atoms 1 to 6: 0.444, 0.367, -0.460, -0.277, -0.405, -0.454

The following is a quantum chemistry calculation of a molecular structure, C3H2ClNOS, from the Open Molecules 2025 dataset.

The calculation puts the relative energy (zero: lowest compared OMol25 entry of this formula, charge and spin) at 17.9 kcal/mol. For the total energy, the calculation gives -1103.85009 Ha.

Positions of all 9 atoms, in Å:
C -0.64 -0.08 0.07
C 0.86 1.47 -0.05
C 0.61 -0.53 0.06
H -1.72 -2.02 0.43
H 1.22 2.54 -0.31
N 1.56 0.38 -0.09
O -0.56 1.30 0.04
S -2.29 -0.82 -0.10
Cl 0.97 -2.23 -0.05

Atom charges from the Mulliken analysis, given in e for atoms 1 to 6: 0.070, 0.057, 0.572, 0.146, 0.310, -0.441

The following is a quantum chemistry calculation of a molecular structure, C3H2CoFO2, from the Open Molecules 2025 dataset.

As for the spin multiplicity: 6. The net charge is +1. The calculation puts the relative energy (zero: lowest compared OMol25 entry of this formula, charge and spin) at 15.0 kcal/mol. For the total energy, the calculation gives -1748.09834 Ha.

Positions of all 9 atoms, in Å:
C 1.16 0.06 0.26
C -1.94 -0.12 0.23
O 0.73 0.81 1.11
O 0.23 -0.78 -0.38
C -0.97 -1.03 0.22
H -2.84 -0.18 0.84
F -1.93 0.95 -0.61
H -1.06 -1.93 0.83
Co 3.01 -0.12 -0.59

Atom charges from the Mulliken analysis, given in e for atoms 1 to 6: 0.700, 0.175, -0.444, -0.256, 0.024, 0.351

The following is a quantum chemistry calculation of a molecular structure, C3H2CuLiO, from the Open Molecules 2025 dataset.

The calculation puts the relative energy (zero: lowest compared OMol25 entry of this formula, charge and spin) at 0.0 kcal/mol. For the total energy, the calculation gives -1838.57355 Ha.

Positions of all 8 atoms, in Å:
C -0.09 0.21 0.54
H 0.02 0.92 -0.30
O 1.03 -2.90 1.00
C -0.19 -2.22 0.94
C -0.22 -1.05 0.25
Cu 1.01 -3.24 -0.95
Li 1.87 -1.21 1.65
H -1.07 -2.73 1.35

Atom charges from the Mulliken analysis, given in e for atoms 1 to 6: -0.516, 0.090, -0.884, -0.279, -0.012, 0.547

The following is a quantum chemistry calculation of a molecular structure, C3H2ErO3, from the Open Molecules 2025 dataset.

As for the spin multiplicity: 4. The net charge is +1. The calculation puts the relative energy (zero: lowest compared OMol25 entry of this formula, charge and spin) at 9.0 kcal/mol. For the total energy, the calculation gives -1355.91704 Ha.

Positions of all 9 atoms, in Å:
O 3.93 0.65 -0.40
C 2.83 0.35 -0.21
O 1.78 -0.12 -0.03
O -1.35 1.87 -0.50
C -2.55 1.23 -0.37
C -3.74 1.87 -0.49
H -4.67 1.31 -0.51
H -3.80 2.97 -0.49
Er -0.68 -0.22 0.10

Atom charges from the Mulliken analysis, given in e for atoms 1 to 6: -0.206, 0.735, -0.428, -0.608, -0.105, -0.616

The following is a quantum chemistry calculation of a molecular structure, C3H2F2, from the Open Molecules 2025 dataset.

The calculation puts the relative energy (zero: lowest compared OMol25 entry of this formula, charge and spin) at 83.4 kcal/mol. For the total energy, the calculation gives -315.03543 Ha.

Positions of all 7 atoms, in Å:
C 1.51 0.42 0.14
C 2.96 -0.82 0.64
C 0.33 -0.03 -0.23
F 2.04 1.70 0.09
F 3.78 -0.47 -0.29
H -0.01 -1.01 0.08
H -0.22 0.75 -0.71

Atom charges from the Mulliken analysis, given in e for atoms 1 to 6: 0.268, 0.088, -0.652, -0.237, -0.038, 0.293

The following is a quantum chemistry calculation of 2 unconnected molecules or ions with the total composition C3H2F2O, from the Open Molecules 2025 dataset.

The calculation puts the relative energy (zero: lowest compared OMol25 entry of this formula, charge and spin) at 147.1 kcal/mol. For the total energy, the calculation gives -390.22620 Ha.

Positions of all 8 atoms, in Å:
C -0.32 1.34 -1.14
C -0.53 0.44 -0.28
C -0.82 -0.40 0.77
O 2.01 -0.89 0.41
F -0.85 0.03 2.03
F -1.17 -1.60 0.65
H -0.25 2.10 -1.86
H 1.94 -1.01 -0.57

Atom charges from the Mulliken analysis, given in e for atoms 1 to 6: 0.129, -0.022, 0.212, -0.738, -0.125, -0.106

The following is a quantum chemistry calculation of 2 unconnected molecules or ions with the total composition C3H2F3I, from the Open Molecules 2025 dataset.

The calculation puts the relative energy (zero: lowest compared OMol25 entry of this formula, charge and spin) at 116.9 kcal/mol. For the total energy, the calculation gives -712.60603 Ha.

Positions of all 9 atoms, in Å:
C 0.55 0.29 -0.91
C 1.43 0.61 -0.09
C -1.31 -0.78 0.50
F 2.70 1.12 -0.30
F 1.35 0.33 1.25
F -1.35 -2.01 0.03
I -2.97 0.32 0.01
H 0.52 0.64 -1.87
H -0.92 -0.51 1.38

Atom charges from the Mulliken analysis, given in e for atoms 1 to 6: -0.717, 0.647, -0.270, -0.227, -0.217, -0.163

The following is a quantum chemistry calculation of 2 unconnected molecules or ions with the total composition C3H2F3O4S, from the Open Molecules 2025 dataset.

The net charge is -1. The calculation puts the relative energy (zero: lowest compared OMol25 entry of this formula, charge and spin) at 0.0 kcal/mol. For the total energy, the calculation gives -1114.33190 Ha.

Positions of all 13 atoms, in Å:
C -1.80 1.31 -0.27
C 0.33 -0.04 0.70
C 1.38 0.59 -0.14
O -2.38 1.34 0.69
O -1.49 1.39 -1.38
O -0.28 -2.56 1.10
O 0.38 -2.01 -1.21
F 1.48 1.96 0.25
F 2.65 0.19 0.13
F -1.79 -1.20 -0.34
S -0.13 -1.56 0.05
H 0.52 0.05 1.70
H 1.13 0.54 -1.29

Atom charges from the Mulliken analysis, given in e for atoms 1 to 6: 0.832, -1.035, 0.444, -0.382, -0.438, -0.662

The following is a quantum chemistry calculation of a molecular structure, C3H2FHgO2, from the Open Molecules 2025 dataset.

The net charge is +1. The calculation puts the relative energy (zero: lowest compared OMol25 entry of this formula, charge and spin) at 9.6 kcal/mol. For the total energy, the calculation gives -518.77678 Ha.

Positions of all 9 atoms, in Å:
F 1.85 -0.01 0.64
O -0.72 0.44 -1.02
O -0.64 -1.64 -0.14
C 0.03 1.60 -0.11
C 0.51 0.44 0.74
C -0.25 -0.46 -0.21
H 0.86 1.90 -0.78
H 0.24 0.40 1.80
Hg -1.88 -2.68 -0.93

Atom charges from the Mulliken analysis, given in e for atoms 1 to 6: -0.235, -0.297, -0.587, -0.135, 0.366, 0.676

The following is a quantum chemistry calculation of a molecular structure, C3H2FHgO3, from the Open Molecules 2025 dataset.

The net charge is +1. For the total energy, the calculation gives -594.09597 Ha.

Positions of all 10 atoms, in Å:
O -2.01 1.20 0.06
C -2.41 0.02 -0.37
C -1.73 -1.11 -0.08
H -3.39 -0.06 -0.87
H -1.93 -2.16 -0.28
F -0.82 -0.91 1.00
Hg -0.33 1.05 0.89
O 2.92 -0.76 -0.97
O 1.47 0.60 0.20
C 2.11 -0.11 -0.48

Atom charges from the Mulliken analysis, given in e for atoms 1 to 6: -0.690, 0.301, -0.354, 0.353, 0.347, -0.331

The following is a quantum chemistry calculation of a molecular structure, C3H2FLiO3Sn, from the Open Molecules 2025 dataset.

As for the spin multiplicity: 2. The net charge is +1. The calculation puts the relative energy (zero: lowest compared OMol25 entry of this formula, charge and spin) at 1.7 kcal/mol. For the total energy, the calculation gives -662.71492 Ha.

Positions of all 11 atoms, in Å:
O 0.41 -1.53 -0.92
C 1.26 -0.91 -0.37
C -0.81 1.21 -0.37
O 0.24 0.90 0.31
O 2.37 -0.54 -0.19
C -2.07 0.72 -0.29
Li -1.46 -1.38 -1.39
F -0.50 1.99 -1.44
H -2.84 1.12 -0.95
H -2.34 0.13 0.58
Sn 2.00 2.02 0.84

Atom charges from the Mulliken analysis, given in e for atoms 1 to 6: -0.505, 0.970, 1.061, -0.779, -0.407, -1.545

The following is a quantum chemistry calculation of a molecular structure, C3H2FMgO2Rb, from the Open Molecules 2025 dataset.

The net charge is +2. For the total energy, the calculation gives -589.36237 Ha.

Positions of all 10 atoms, in Å:
C -1.71 -0.12 -0.79
C -0.75 0.51 -0.13
H -1.46 -0.82 -1.59
H -2.76 0.01 -0.51
F -1.10 1.34 0.85
O 1.46 0.69 1.54
C 1.64 0.78 0.35
O 0.54 0.23 -0.39
Mg 3.58 0.58 -0.59
Rb 0.57 -3.19 1.26

Atom charges from the Mulliken analysis, given in e for atoms 1 to 6: -0.714, 0.466, 0.301, 0.295, -0.190, -0.516

The following is a quantum chemistry calculation of a molecular structure, C3H2FMgO3Tl, from the Open Molecules 2025 dataset.

For the total energy, the calculation gives -813.62702 Ha.

Positions of all 11 atoms, in Å:
O -1.07 0.34 1.47
C -1.10 0.98 0.45
C -0.19 -1.55 -0.93
O -0.57 -0.32 -1.09
O -1.76 1.80 -0.11
C -0.95 -2.63 -0.62
Tl -0.81 -1.88 2.17
F 1.15 -1.71 -1.02
H -0.48 -3.61 -0.59
H -2.03 -2.53 -0.66
Mg -2.41 0.69 -2.51

Atom charges from the Mulliken analysis, given in e for atoms 1 to 6: -0.486, 0.863, 0.651, -0.367, -0.318, -1.099

The following is a quantum chemistry calculation of a single C3H2FN3S molecule, from the Open Molecules 2025 dataset.

The calculation puts the relative energy (zero: lowest compared OMol25 entry of this formula, charge and spin) at 20.9 kcal/mol. As for the SMILES: Fc1c[nH]nnc1=S. For the total energy, the calculation gives -777.75160 Ha.

Positions of all 10 atoms, in Å:
C -0.67 0.74 -0.05
C 0.69 0.85 0.01
C -1.29 -0.58 -0.02
H 1.30 1.70 0.09
H 2.42 -0.32 0.00
N 1.37 -0.33 -0.02
N 0.86 -1.56 -0.01
N -0.41 -1.66 0.00
F -1.38 1.87 -0.01
S -2.90 -0.73 0.00

Atom charges from the Mulliken analysis, given in e for atoms 1 to 6: 0.498, -0.302, 0.119, 0.449, 0.250, 0.214